Molecular formula: C11H10BrF3O3RuS
Method: DFT, the ωB97M-V functional and the def2-TZVPD basis

- molecular weight (g/mol) = 460.233
- F_max (eV/A) = 2.64
- DFT total energy (Eh) = -4017.38112
- 2S+1 = 5

Each line ends with the natural charge from an NBO analysis.
Geometry (Å):
C -1.188 -1.271 -1.896  -0.23
C -1.288 -2.272 -0.867  -0.25
C -2.254 -1.758 0.124  -0.33
H -0.963 -3.310 -0.998  0.26
C -2.364 -0.331 -0.150  -0.26
C -1.832 -0.106 -1.440  -0.16
H -1.933 0.829 -1.995  0.24
H -0.797 -1.431 -2.885  0.23
H -2.919 -2.349 0.756  0.26
H -2.913 0.395 0.430  0.26
Ru -0.526 -1.430 1.055  0.96
Br 0.566 -3.420 1.375  -0.27
C 1.772 1.878 0.525  -0.21
C 1.717 2.726 -0.585  -0.30
C 1.372 1.963 -1.751  -0.08
H 1.826 3.817 -0.582  0.22
C 1.326 0.613 -1.341  -0.37
C 1.517 0.547 0.062  -0.12
H 1.635 -0.364 0.637  0.19
H 1.956 2.169 1.560  0.23
H 1.134 2.344 -2.733  0.21
H 1.088 -0.256 -1.964  0.22
F -2.879 1.697 4.416  -0.30
C -2.335 1.722 3.184  0.73
F -3.306 1.389 2.295  -0.33
F -1.919 2.976 2.912  -0.31
S -0.854 0.554 3.086  2.29
O 0.140 1.158 3.927  -0.89
O -1.373 -0.766 3.404  -0.94
O -0.536 0.601 1.601  -0.97